[1]
ORCA calculation (ωB97M-V with the def2-TZVPD basis set) on a molecular structure, C46H78GeN5PdSSe.

ORCA input file:
```
! RIJCOSX wB97M-V def2-TZVPD def2/J DEFGRID3
* xyz -1 3
Pd 0.59 -0.08 -0.19
Se -1.38 2.31 -0.41
Ge -4.58 2.95 -0.50
S 0.36 0.63 -2.79
N 1.68 2.13 -4.55
N -1.33 -1.53 -0.05
N 2.78 0.28 -3.87
N 2.74 0.28 -0.14
N 0.14 -0.23 2.16
C -4.32 -2.72 -2.70
C -2.93 2.98 0.58
C -1.50 -2.10 4.73
C -4.69 -1.79 1.95
C 2.81 2.88 2.27
C 0.55 2.93 -7.32
C -2.98 -2.86 -3.04
C 3.48 1.29 -0.70
C -4.03 -2.83 1.03
C 1.35 2.43 2.38
C 0.48 -2.95 3.36
C -5.90 4.16 0.31
C 0.41 3.63 2.49
C -0.29 2.71 -8.57
C 4.90 -0.35 -0.12
C -1.85 -0.72 0.88
C 1.18 1.49 3.56
C -0.23 2.68 -6.04
C 4.82 0.93 -0.72
C 3.05 -0.94 -3.12
C -4.27 3.51 -2.35
C 0.51 -3.32 -1.50
C 0.99 -0.17 5.77
C 1.58 1.92 4.82
C -2.27 -2.19 -0.84
C -0.90 4.01 -1.22
C -5.27 1.13 -0.50
C 3.61 -0.70 0.23
C 1.49 1.11 5.93
C 3.74 -1.60 -6.18
C 0.53 3.00 -4.76
C 0.02 -2.07 4.53
C -1.94 -2.68 -2.13
C -0.60 -3.30 -2.55
C -3.62 -2.42 -0.39
C 3.14 -1.96 0.90
C -2.94 -3.63 1.75
C 4.09 -2.43 -4.95
C 0.56 -0.65 4.54
C 0.62 0.21 3.42
C 1.67 1.02 -3.76
C -1.16 -0.14 1.96
C -4.61 -2.60 -1.35
C 4.28 -1.65 -3.66
C -0.07 -2.80 -3.90
C 2.86 2.58 -1.14
H -2.70 3.96 0.99
H 0.94 -0.84 6.63
H 2.18 -1.58 -3.20
H -5.14 3.27 -2.95
H -2.07 -3.02 1.99
H 0.61 4.22 3.39
H 1.99 2.92 4.92
H -2.74 -3.18 -4.05
H -6.85 4.12 -0.23
H 5.01 -3.00 -5.15
H 4.61 -2.34 -2.87
H -5.10 -2.30 2.83
H 3.18 3.30 3.21
H 0.29 2.88 -9.48
H -1.79 0.42 2.65
H -0.67 1.69 -8.60
H 1.57 -3.01 3.33
H -6.14 1.05 -1.15
H -0.86 -4.35 -2.70
H -2.03 -1.64 3.90
H -5.10 -2.84 -3.43
H 0.04 3.85 -1.74
H -4.09 4.59 -2.42
H 5.10 -0.92 -3.76
H -4.82 -3.56 0.84
H -1.85 -3.13 4.83
H 2.05 -1.96 0.98
H -0.75 4.76 -0.44
H -6.09 3.90 1.35
H -5.63 -2.71 -1.01
H -5.51 -1.30 1.43
H -1.65 4.35 -1.93
H -1.76 -1.56 5.64
H 3.61 0.76 -4.21
H 0.15 -2.56 2.39
H -3.33 -4.05 2.67
H -0.79 -2.95 -4.70
H 4.50 -0.82 -6.35
H 3.19 -0.70 -2.06
H 5.64 1.55 -1.07
H -5.55 0.82 0.51
H 1.10 1.89 1.47
H 1.32 -3.96 -1.85
H 1.81 1.46 6.90
H 2.78 -1.10 -6.06
H 1.43 2.27 -7.36
H 0.87 4.04 -4.76
H 3.01 2.78 -2.20
H 3.28 3.43 -0.60
H 0.15 -3.71 -0.54
H 0.94 3.96 -7.30
H -3.41 2.98 -2.75
H -0.55 1.63 -5.99
H -4.51 0.43 -0.86
H -1.14 3.39 -8.59
H 3.43 -2.85 0.35
H -0.63 3.31 2.53
H 0.83 -3.36 -4.16
H 0.53 4.29 1.63
H 2.35 2.11 -5.31
H 3.31 -3.18 -4.79
H 3.70 -2.21 -7.07
H -5.54 5.19 0.28
H 0.08 -3.96 3.47
H 5.79 -0.94 0.06
H -2.59 -4.45 1.11
H 3.54 -2.05 1.92
H 2.91 3.66 1.51
H -4.00 -1.03 2.30
H 0.18 -1.74 -3.85
H -3.06 2.30 1.42
H 1.78 2.55 -0.95
H -2.91 -0.48 0.82
H 3.45 2.05 1.99
H -1.15 3.27 -6.05
H -0.12 2.86 -3.90
H 0.91 -2.32 -1.30
H 0.45 -2.53 5.43
*
```

Computed properties:
E_HOMO (alpha / beta) = -3.28 / -3.95 eV
Frontier orbital gap (alpha / beta) = 5.524 / 6.199 eV

These are the Mulliken partial charges, in e, on atoms 1 to 6: Pd 1.44; Se 0.35; Ge 0.80; S -0.13; N -0.05; N 1.09

[2]
ORCA calculation (ωB97M-V with the def2-TZVPD basis set) on a molecular structure, C46H82BN10O3PS3Sc.

ORCA input file:
```
! RIJCOSX wB97M-V def2-TZVPD def2/J DEFGRID3
* xyz 1 1
Sc -0.32 0.28 -0.15
S -0.53 1.88 -2.29
S 2.44 0.55 -0.86
S -0.64 -1.88 -1.69
P 1.49 1.63 1.99
O 0.53 2.47 0.96
O 0.71 1.62 3.40
O 2.63 2.75 2.25
N -0.12 -0.07 -4.15
N 2.20 0.90 -3.56
N 1.63 -2.14 0.55
N 1.45 -3.59 -2.20
N 2.27 -2.87 1.38
N 1.70 -1.60 -3.08
N 3.57 2.34 -2.66
N -2.03 0.97 -4.44
N 1.82 -2.55 2.61
N 0.75 -1.34 1.20
C -0.80 -0.70 -5.17
C 5.47 2.00 -1.13
C -3.75 2.00 -5.86
C 3.49 2.62 -4.01
C -2.60 -2.30 2.78
C 2.65 1.73 -4.56
C 4.52 3.03 -1.74
C -3.99 -2.24 -0.45
C -2.95 0.06 -0.18
C 4.82 -3.29 3.26
C 1.75 -6.02 -1.89
C 0.87 -2.37 -2.36
C -2.45 2.96 2.31
C 2.74 1.29 -2.39
C 3.96 2.29 2.55
C -3.15 1.97 -4.45
C -4.51 2.14 1.22
C -0.46 -5.10 -2.53
C -2.60 -1.23 1.68
C 2.84 -2.33 -3.35
C -0.90 0.93 -3.68
C 0.90 -1.61 2.48
C 3.82 -1.18 4.22
C -2.39 0.93 0.80
C 3.72 3.77 -0.68
C -2.27 -1.67 4.15
C 0.56 3.89 0.71
C -2.79 3.29 -0.14
C -4.10 -1.86 -1.94
C -2.66 3.37 -4.12
C -2.16 0.07 1.93
C -3.12 -1.23 0.32
C 0.55 2.73 4.30
C -1.59 -3.44 2.49
C 5.35 4.04 -2.52
C -5.43 -2.13 0.07
C -3.50 -3.68 -0.38
C 3.75 -2.70 4.18
C 0.80 -4.84 -1.70
C 0.48 -4.70 -0.21
C 2.34 -3.18 3.82
C 2.69 -3.55 -2.82
C -4.00 -2.90 2.99
C -4.22 1.51 -3.46
C -2.99 2.33 1.03
C -1.97 -0.07 -5.34
B 1.39 -0.36 -3.96
H -4.30 1.10 -6.10
H -1.83 3.66 -4.77
H -4.63 -2.65 -2.46
H -4.20 -4.33 -0.91
H 3.92 -3.08 5.19
H -3.49 4.06 -4.30
H 3.06 -0.75 4.88
H 5.95 3.56 -3.29
H -4.29 -3.57 2.19
H 6.20 2.52 -0.50
H 4.79 -0.85 4.57
H -3.83 1.54 -2.44
H 0.45 4.03 -0.37
H 4.40 4.25 0.03
H -0.16 -3.84 -0.02
H 3.67 -0.76 3.22
H -4.68 -0.94 -2.07
H 4.00 1.86 3.55
H -2.97 2.16 -6.61
H -5.55 -2.44 1.11
H -2.77 4.00 2.39
H -3.13 -1.73 -2.42
H 1.51 4.30 1.03
H 3.11 4.55 -1.14
H -4.75 -2.12 3.08
H -2.82 2.44 3.20
H 0.39 -1.13 3.29
H -2.08 -4.42 2.53
H 5.81 -2.97 3.59
H -1.74 3.54 -0.29
H -2.76 -0.28 -6.04
H -1.37 2.92 2.33
H 3.65 -1.91 -3.92
H -4.45 2.83 -5.91
H 6.02 4.53 -1.82
H 1.32 3.48 4.13
H 6.01 1.47 -1.91
H -2.34 3.48 -3.09
H 1.99 -6.19 -2.93
H 1.79 -0.65 -5.06
H -0.43 3.17 4.17
H -3.34 4.22 0.05
H -1.13 -3.34 1.51
H 4.73 4.81 -2.98
H -6.09 -2.76 -0.54
H 4.68 -2.95 2.23
H 1.25 -6.91 -1.51
H -3.16 2.86 -1.07
H -2.52 -3.78 -0.85
H -5.08 2.17 -3.51
H 4.79 -4.38 3.27
H 1.40 -4.58 0.36
H -1.18 -4.29 -2.43
H -4.71 1.38 1.98
H 0.65 2.35 5.32
H 4.29 1.56 1.81
H 3.07 3.09 -0.14
H 2.34 1.60 -5.58
H -5.78 -1.10 0.00
H -0.37 -1.54 -5.69
H -4.98 3.07 1.54
H -3.33 0.39 -1.14
H 2.30 -4.26 3.67
H 2.67 -5.89 -1.32
H -0.26 4.37 1.23
H -0.93 -6.02 -2.19
H -4.00 -3.48 3.91
H -0.80 -3.47 3.24
H -1.32 -1.15 4.18
H 1.64 -2.91 4.61
H -4.98 1.82 0.29
H 4.04 3.42 -4.47
H -4.54 0.49 -3.68
H -2.25 -2.46 4.90
H -1.79 0.43 2.88
H -3.42 -4.06 0.64
H -0.03 -5.60 0.12
H -0.20 -5.21 -3.58
H 4.61 3.16 2.51
H -3.04 -0.95 4.44
H 4.94 1.27 -0.52
H 3.36 -4.39 -2.82
*
```

Computed properties:
E_HOMO = -9.49 eV
Frontier orbital gap = 7.563 eV

These are the Mulliken partial charges, in e, on atoms 1 to 6: Sc -0.48; S -0.06; S 0.37; S 1.07; P 0.55; O 0.45

Sequential energy above the lowest of the compared OMol25 structures with the same formula, charge and spin output: 0.0; 5.0 kJ/mol
Sequential E_tot output: -7077.82272; -4896.87675 Ha